Below is 7 unconnected molecules or ions with the total composition C31H49ClINO14 at a distorted geometry, with properties calculated with ωB97M-V with the def2-TZVPD basis set.

## Properties
- frontier orbital gap (eV) = 9.06
- maximum force (eV Å⁻¹) = 8.91
- total charge = 0
- electronic energy (Ha) = -3076.5428
- 2S+1 = 1
- SMILES = CC[C@@H](Cl)NC(=O)OCCCI.O=C1CCCO1.O=C1CCCO1.O=C1CCCO1.O=C1CCCO1.O=C1CCCO1.O=C1CCCO1

Structure (XYZ):
```
97
Properties=species:S:1:pos:R:3:forces:R:3
C -2.347 -3.767 1.987 -0.67 0.97 -0.20
C -1.903 -4.632 0.667 -1.18 -0.55 -0.02
C -0.786 -5.799 0.939 -0.94 0.60 0.12
Cl -0.163 -6.339 -0.762 -0.57 0.35 1.65
N 0.408 -5.373 1.762 0.38 1.49 -1.57
C 1.359 -4.471 1.009 4.98 -2.09 -1.13
O 2.529 -5.024 0.613 -7.51 4.26 2.21
O 0.973 -3.065 0.814 1.73 -4.12 -0.63
C 1.710 -2.432 -0.295 -0.16 2.27 -1.91
C 0.630 -1.365 -0.997 -0.67 -0.75 1.15
C -0.130 -0.556 0.241 0.46 -1.78 0.24
I -0.643 1.539 -0.304 0.23 -1.26 0.32
H -2.667 -2.689 1.585 0.72 -2.33 0.94
H -3.326 -4.181 2.529 2.44 0.64 -1.20
H -1.498 -3.582 2.772 -1.55 -0.46 -1.53
H -1.581 -3.902 -0.196 -0.34 -1.58 1.80
H -2.887 -5.195 0.294 2.21 1.26 0.61
H -1.264 -6.756 1.427 1.03 2.04 -0.88
H 0.150 -5.006 2.704 0.03 -0.20 -1.26
H 2.027 -3.168 -1.151 -0.42 1.19 2.16
H 2.611 -1.764 0.091 -1.75 -1.82 -0.59
H 1.136 -0.650 -1.774 -0.92 -1.59 1.59
H -0.220 -2.030 -1.505 1.92 1.55 0.86
H 0.535 -0.498 1.220 -1.42 0.02 -2.21
H -1.101 -1.179 0.489 1.88 1.76 -0.36
O 2.129 0.680 -2.987 1.66 -0.52 0.56
C 3.258 0.729 -2.527 -1.57 0.37 -0.41
C 4.042 1.982 -2.283 0.07 -0.21 -0.20
C 5.441 1.450 -2.101 0.67 0.51 -0.10
C 5.200 0.074 -1.538 0.65 -0.27 0.34
O 3.972 -0.361 -2.120 -0.76 0.03 -0.39
H 3.670 2.466 -1.376 -0.12 -0.04 -0.17
H 3.979 2.660 -3.137 -0.30 -0.39 0.49
H 6.067 2.074 -1.458 -0.04 -0.15 -0.06
H 5.934 1.370 -3.078 -0.04 0.03 0.16
H 5.086 0.084 -0.449 -0.02 -0.02 -0.05
H 6.001 -0.622 -1.804 -0.32 -0.09 0.06
O -4.236 1.667 1.312 -1.41 0.16 -1.61
C -4.809 1.986 0.284 1.37 -0.71 1.82
C -4.467 3.169 -0.571 -0.18 0.50 -0.12
C -5.694 3.299 -1.437 -0.23 0.79 -0.47
C -6.191 1.880 -1.521 -0.45 -0.17 -0.59
O -5.837 1.282 -0.275 0.40 0.07 0.63
H -3.575 2.938 -1.160 0.04 0.00 0.19
H -4.309 4.062 0.037 0.30 -0.31 -0.01
H -5.494 3.744 -2.415 -0.10 -0.11 0.10
H -6.439 3.923 -0.928 0.08 -0.10 -0.12
H -5.708 1.318 -2.328 -0.03 0.03 0.07
H -7.275 1.834 -1.657 0.19 -0.21 0.14
O -5.482 -5.298 -0.739 -0.33 1.38 1.47
C -5.989 -4.604 0.127 0.96 -1.41 -1.38
C -7.439 -4.606 0.504 -0.47 0.29 -0.08
C -7.561 -3.332 1.301 -0.81 0.42 0.17
C -6.183 -3.178 1.890 0.05 0.55 0.64
O -5.295 -3.738 0.923 -0.08 -0.54 -0.77
H -7.648 -5.489 1.114 0.02 -0.03 -0.18
H -8.077 -4.587 -0.382 0.20 -0.37 0.11
H -8.351 -3.362 2.056 0.16 0.06 -0.05
H -7.771 -2.494 0.625 0.04 -0.10 0.15
H -6.069 -3.729 2.830 0.01 0.01 -0.06
H -5.927 -2.128 2.061 0.20 -0.24 -0.07
O -1.075 -8.348 3.902 0.79 -1.44 -0.82
C -0.263 -9.078 3.357 -1.06 1.12 1.09
C 1.048 -8.641 2.778 0.14 0.07 -0.52
C 1.426 -9.823 1.922 0.61 0.01 -0.66
C 0.773 -10.974 2.641 0.31 -0.67 -0.20
O -0.409 -10.429 3.228 -0.44 0.74 0.23
H 1.762 -8.482 3.591 -0.12 0.15 -0.02
H 0.932 -7.733 2.181 0.09 0.07 0.44
H 2.505 -9.948 1.801 -0.17 -0.05 0.00
H 0.984 -9.710 0.924 0.10 -0.03 0.14
H 1.404 -11.378 3.439 -0.06 0.02 -0.03
H 0.505 -11.784 1.957 -0.15 0.08 0.28
O 4.587 4.125 -4.179 -0.16 1.26 1.25
C 4.359 5.024 -3.387 0.09 -1.13 -1.32
C 4.352 6.487 -3.713 0.33 0.35 0.11
C 4.411 7.116 -2.344 0.12 0.93 0.15
C 3.725 6.091 -1.480 -0.24 0.46 0.64
O 4.028 4.831 -2.077 0.37 -0.27 -0.79
H 3.423 6.734 -4.234 0.12 -0.09 -0.10
H 5.220 6.760 -4.318 -0.34 -0.21 -0.19
H 3.944 8.103 -2.295 0.16 -0.23 0.07
H 5.458 7.222 -2.033 -0.17 0.02 -0.01
H 2.637 6.219 -1.468 0.08 -0.04 0.00
H 4.096 6.111 -0.451 -0.12 -0.24 -0.17
O 4.045 10.417 -1.690 -0.74 -0.66 1.78
C 3.587 10.345 -0.561 0.58 0.29 -2.07
C 3.367 11.504 0.363 0.23 0.22 0.42
C 3.176 10.817 1.692 0.09 0.42 0.83
C 2.588 9.488 1.295 -0.42 -0.36 0.64
O 3.160 9.187 0.024 0.43 0.29 -0.68
H 2.468 12.044 0.052 0.15 0.03 -0.11
H 4.234 12.168 0.376 -0.28 0.00 -0.34
H 2.546 11.377 2.387 0.07 -0.16 -0.07
H 4.152 10.663 2.169 -0.18 0.01 -0.04
H 1.499 9.532 1.187 0.09 -0.02 -0.01
H 2.842 8.700 2.010 -0.06 -0.02 -0.32
```
Positions in Å, forces in eV/Å.

From a Löwdin analysis of the wavefunction, the atomic charges in e read: -0.12 -0.24 -0.59 0.55 -0.01 -0.31 -0.03 -0.10 -0.17 -0.22 -0.61 0.68 0.08 0.08 0.07 0.10 0.12 0.12 0.13 0.15 0.14 0.07 0.12 0.07 0.05 0.06 -0.44 -0.10 -0.16 -0.17 0.02 0.14 0.09 0.12 0.13 0.13 0.13 0.08 -0.47 -0.10 -0.17 -0.17 0.02 0.10 0.13 0.12 0.12 0.13 0.13 0.10 -0.46 -0.09 -0.17 -0.17 0.00 0.14 0.13 0.12 0.12 0.13 0.13 0.09 -0.46 -0.09 -0.16 -0.17 0.03 0.14 0.10 0.12 0.12 0.13 0.13 0.09 -0.43 -0.07 -0.16 -0.16 0.01 0.14 0.13 0.09 0.13 0.13 0.13 0.10 -0.45 -0.08 -0.17 -0.17 0.01 0.14 0.13 0.12 0.12 0.13 0.13